A cluster of 2 separate species, C6H7O6PSi in total. Source: OMol25; level of theory: ωB97M-V/def2-TZVPD.

```
! wB97M-V def2-TZVPD RIJCOSX def2/J DEFGRID3
* xyz -2 1
C -2.339 -1.025 -0.626
C -2.086 0.284 -0.986
C -1.305 -1.918 -0.455
C -0.794 0.738 -1.022
C -0.013 -1.433 -0.497
C 0.257 -0.122 -0.878
O 2.487 3.072 4.066
O 3.132 1.101 2.625
O 3.589 3.494 1.779
O 2.241 1.590 -2.297
O 3.055 0.117 -0.103
O 1.154 2.514 1.936
Si 2.040 0.658 -1.100
P 2.470 2.565 2.655
H -3.409 -1.358 -0.707
H -2.918 0.910 -1.281
H -1.541 -3.059 -0.325
H -0.505 1.721 -1.443
H 0.683 -2.276 -0.466
H 3.653 3.125 0.876
H 3.044 0.750 1.757
*
```

Output
**E_HOMO**: -0.066 Eh
**Calculated total energy**: -1315.36773 Eh

An isolated molecule of C6H7OP. Source: OMol25; level of theory: ωB97M-V/def2-TZVPD.

```
! wB97M-V def2-TZVPD RIJCOSX def2/J DEFGRID3
* xyz 0 3
C -0.211 1.781 -0.272
C 0.955 1.171 -0.169
C -1.413 1.113 0.056
C -1.176 -1.663 0.206
C 0.918 -0.290 0.242
C -0.308 -0.822 -0.305
O -2.240 -2.268 -0.335
P -2.966 1.046 0.234
H -0.421 2.764 -0.663
H 1.914 1.435 -0.513
H -1.127 -2.056 1.212
H 1.734 -1.013 -0.092
H 0.875 -0.315 1.365
H -0.356 -0.396 -1.319
H -2.680 -1.874 -1.090
*
```

Output
**E_HOMO (alpha / beta)**: -0.203 / -0.309 Eh
**Calculated total energy**: -649.17028 Eh
**Expectation value of S²**: 2.017

An isolated molecule of C6H7P. Source: OMol25; level of theory: ωB97M-V/def2-TZVPD.

```
! wB97M-V def2-TZVPD RIJCOSX def2/J DEFGRID3
* xyz 0 1
C 2.085 -1.040 0.065
C 0.721 -1.052 0.115
C 2.604 0.225 -0.116
C -2.202 1.254 0.097
C -1.235 0.466 -0.357
C 0.188 0.276 0.278
P 1.508 1.538 -0.018
H 2.698 -1.916 0.230
H 0.179 -1.919 0.130
H 3.769 0.451 -0.103
H -3.118 1.513 -0.320
H -1.746 1.912 0.869
H -1.256 -0.328 -1.096
H -0.025 0.414 1.476
*
```

Output
**E_HOMO**: -0.303 Eh
**Structure (SMILES)**: C=C[C@H]1C=CC=P1
**Calculated total energy**: -574.06595 Eh

An isolated molecule of C6H8. Source: OMol25; level of theory: ωB97M-V/def2-TZVPD.

```
! wB97M-V def2-TZVPD RIJCOSX def2/J DEFGRID3
* xyz 0 1
C -0.204 -1.423 0.103
C 0.730 -2.160 -0.509
C 0.991 0.424 1.142
C 0.009 0.033 0.324
C -0.986 0.937 -0.250
C -0.701 2.127 -0.752
H -1.259 -1.678 -0.004
H 0.817 -3.236 -0.416
H 1.618 -1.680 -0.912
H 0.811 1.417 1.548
H 1.702 -0.202 1.656
H -2.005 0.565 -0.305
H -1.295 2.764 -1.390
H 0.347 2.417 -0.800
*
```

Output
**E_HOMO**: -0.327 Eh
**Structure (SMILES)**: C=CC(=C)C=C
**Calculated total energy**: -233.31711 Eh

An isolated molecule of C6H8. Source: OMol25; level of theory: ωB97M-V/def2-TZVPD.

```
! wB97M-V def2-TZVPD RIJCOSX def2/J DEFGRID3
* xyz 0 1
C -0.627 0.098 1.658
C 0.194 0.689 0.448
C 1.347 -0.163 -0.190
C 0.892 -0.906 -1.251
C -0.440 -0.510 -1.553
C -0.782 0.599 -0.816
H -0.637 -0.985 1.912
H 0.138 0.397 2.565
H -1.654 0.512 1.489
H 0.494 1.696 0.741
H 2.327 0.002 0.116
H 1.516 -1.526 -1.933
H -1.055 -1.075 -2.212
H -1.713 1.172 -0.974
*
```

Output
**E_HOMO**: -0.297 Eh
**Structure (SMILES)**: CC1C=CC=C1
**Calculated total energy**: -233.31994 Eh

A cluster of 2 separate species, C6H8 in total. Source: OMol25; level of theory: ωB97M-V/def2-TZVPD.

```
! wB97M-V def2-TZVPD RIJCOSX def2/J DEFGRID3
* xyz 0 1
C -0.422 -1.221 -1.599
C -1.209 -0.952 -0.594
C -1.880 -0.623 0.477
C 0.850 0.498 1.270
C 0.933 1.562 0.216
C 1.742 0.304 0.356
H -0.747 -1.676 -2.530
H -2.323 0.365 0.579
H -1.974 -1.310 1.316
H 0.341 0.174 2.165
H 1.386 2.526 0.462
H 0.154 1.631 -0.554
H 0.632 -0.959 -1.495
H 2.517 -0.318 -0.068
*
```

Output
**E_HOMO**: -0.339 Eh
**Structure (SMILES)**: C1=CC1.C=C=C
**Calculated total energy**: -233.24248 Eh

An isolated molecule of C6H8. Source: OMol25; level of theory: ωB97M-V/def2-TZVPD.

```
! wB97M-V def2-TZVPD RIJCOSX def2/J DEFGRID3
* xyz 0 1
C 1.350 -0.826 -0.394
C 0.544 0.471 -0.359
C -0.556 0.569 -1.425
C -0.201 0.618 0.876
C -0.926 0.208 1.817
C -1.584 0.092 2.956
H 0.683 -1.683 -0.266
H 2.097 -0.840 0.408
H 1.874 -0.917 -1.350
H 1.225 1.320 -0.497
H -1.220 -0.303 -1.401
H -0.118 0.670 -2.416
H -1.132 1.473 -1.218
H -2.037 -0.851 3.268
*
```

Output
**E_HOMO (alpha / beta)**: -0.292 / -0.292 Eh
**Calculated total energy**: -233.23277 Eh

An isolated molecule of C6H8. Source: OMol25; level of theory: ωB97M-V/def2-TZVPD.

```
! wB97M-V def2-TZVPD RIJCOSX def2/J DEFGRID3
* xyz 0 1
C 1.023 0.900 -0.183
C 1.724 1.941 -0.494
C -2.161 -0.471 0.385
C -1.074 0.145 0.811
C 0.181 -0.058 0.098
C 0.631 -1.442 -0.220
H 1.393 2.589 -1.195
H 2.708 2.115 -0.109
H -2.163 -1.214 -0.422
H -3.192 -0.258 0.648
H -1.092 1.149 1.448
H 0.304 -1.844 -1.231
H 0.091 -2.078 0.592
H 1.626 -1.474 -0.128
*
```

Output
**E_HOMO**: -0.310 Eh
**Structure (SMILES)**: C=C=C(C)C=C
**Calculated total energy**: -233.29457 Eh

An isolated molecule of C6H8. Source: OMol25; level of theory: ωB97M-V/def2-TZVPD.

```
! wB97M-V def2-TZVPD RIJCOSX def2/J DEFGRID3
* xyz 0 1
C -0.107 -0.452 -1.597
C -0.250 0.443 -0.358
C -1.076 -0.206 0.773
C -0.194 -0.524 1.947
C 1.072 0.099 1.580
C 1.061 0.634 0.337
H 0.589 -0.024 -2.326
H -1.076 -0.584 -2.090
H -0.653 1.416 -0.674
H -1.644 -1.088 0.454
H -1.835 0.485 1.174
H 0.267 -1.441 -1.308
H 1.942 0.108 2.233
H 1.903 1.133 -0.145
*
```

Output
**E_HOMO**: -0.297 Eh
**Calculated total energy**: -233.28732 Eh

An isolated molecule of C6H8. Source: OMol25; level of theory: ωB97M-V/def2-TZVPD.

```
! wB97M-V def2-TZVPD RIJCOSX def2/J DEFGRID3
* xyz 0 1
C -1.676 0.263 0.141
C -0.395 0.779 -0.500
C 1.107 0.744 -0.265
C 1.298 -0.247 0.851
C 0.285 -1.110 0.786
C -0.630 -0.708 -0.337
H -1.906 0.263 1.209
H -2.544 0.494 -0.475
H -0.632 1.152 -1.493
H 1.693 1.665 -0.269
H 1.342 0.115 -1.200
H 2.186 -0.297 1.474
H 0.124 -2.003 1.384
H -0.252 -1.111 -1.306
*
```

Output
**E_HOMO**: -0.327 Eh
**Structure (SMILES)**: C1=C[C@H]2C[C@H]2C1
**Calculated total energy**: -233.29445 Eh

An isolated molecule of C6H8. Source: OMol25; level of theory: ωB97M-V/def2-TZVPD.

```
! wB97M-V def2-TZVPD RIJCOSX def2/J DEFGRID3
* xyz 0 1
C -0.858 0.178 -1.193
C -1.885 1.020 -1.344
C -0.572 0.324 1.267
C -0.061 -0.009 0.077
C 1.246 -0.686 -0.186
C 1.994 -1.198 0.801
H -0.315 -0.232 -2.035
H -1.970 1.785 -2.108
H -2.580 1.161 -0.505
H -0.144 -0.120 2.165
H -1.371 0.989 1.612
H 1.819 -0.419 -1.071
H 3.064 -1.340 0.717
H 1.633 -1.454 1.802
*
```

Output
**E_HOMO**: -0.306 Eh
**Structure (SMILES)**: C=CC(=C)C=C
**Calculated total energy**: -233.29334 Eh

A cluster of 2 separate species, C6H8 in total. Source: OMol25; level of theory: ωB97M-V/def2-TZVPD.

```
! wB97M-V def2-TZVPD RIJCOSX def2/J DEFGRID3
* xyz 0 1
C -2.713 -0.039 -2.813
C -1.934 -0.232 -1.931
C 0.819 0.777 0.033
C -0.105 -0.091 0.117
C 2.007 1.026 0.894
C -0.456 -1.258 0.873
H -3.662 -0.072 -3.371
H 0.823 1.556 -0.699
H 1.643 1.181 1.888
H 2.697 1.813 0.579
H 2.516 0.104 0.941
H -0.138 -1.147 2.030
H -1.480 -1.478 1.026
H -0.017 -2.139 0.433
*
```

Output
**E_HOMO (alpha / beta)**: -0.330 / -0.341 Eh
**Calculated total energy**: -233.12484 Eh

An isolated molecule of C6H8. Source: OMol25; level of theory: ωB97M-V/def2-TZVPD.

```
! wB97M-V def2-TZVPD RIJCOSX def2/J DEFGRID3
* xyz 0 1
C -1.346 0.658 0.266
C -0.335 0.404 -0.810
C 1.029 0.812 -0.321
C 1.063 -0.153 0.854
C 0.398 -1.308 0.534
C -0.476 -1.049 -0.561
H -1.523 0.002 1.096
H -2.097 1.436 0.091
H -0.686 0.753 -1.781
H 1.040 1.873 -0.071
H 1.862 0.593 -1.014
H 1.698 -0.019 1.723
H 0.443 -2.233 1.099
H -1.071 -1.769 -1.107
*
```

Output
**E_HOMO (alpha / beta)**: -0.282 / -0.270 Eh
**Calculated total energy**: -233.27580 Eh

An isolated molecule of C6H8. Source: OMol25; level of theory: ωB97M-V/def2-TZVPD.

```
! wB97M-V def2-TZVPD RIJCOSX def2/J DEFGRID3
* xyz 0 1
C 3.005 -0.077 0.344
C 1.675 -0.392 0.336
C 0.367 -0.078 0.130
C -0.431 1.167 -0.098
C -1.616 0.249 -0.492
C -0.875 -0.957 0.150
H 3.480 0.031 -0.648
H 1.413 -1.062 1.186
H -0.621 1.683 0.855
H -0.029 1.887 -0.813
H -2.596 0.490 -0.076
H -1.695 0.148 -1.576
H -0.811 -1.880 -0.440
H -1.265 -1.209 1.142
*
```

Output
**E_HOMO (alpha / beta)**: -0.294 / -0.278 Eh
**Calculated total energy**: -233.20231 Eh

A cluster of 2 separate species, C6H8 in total. Source: OMol25; level of theory: ωB97M-V/def2-TZVPD.

```
! wB97M-V def2-TZVPD RIJCOSX def2/J DEFGRID3
* xyz 0 1
C 1.948 -0.132 -0.067
C 2.916 -0.425 -0.798
C 1.227 0.307 1.211
C 0.467 0.124 0.051
C -0.759 -1.719 -0.300
C -0.096 1.208 -0.705
H 1.396 -0.536 1.982
H 1.640 1.361 1.393
H -1.798 -1.324 -0.071
H -0.357 -2.456 0.397
H -0.631 -1.646 -1.431
H -1.036 0.912 -1.185
H 0.664 1.572 -1.537
H -0.298 2.111 -0.038
*
```

Output
**E_HOMO**: -0.337 Eh
**Calculated total energy**: -233.12420 Eh

An isolated molecule of C6H8. Source: OMol25; level of theory: ωB97M-V/def2-TZVPD.

```
! wB97M-V def2-TZVPD RIJCOSX def2/J DEFGRID3
* xyz 0 1
C -1.246 0.840 0.511
C -0.316 0.263 -0.581
C 1.144 0.673 -0.298
C 1.775 -0.387 0.562
C 0.890 -1.529 0.351
C -0.227 -1.208 -0.342
H -2.122 0.204 0.675
H -1.592 1.847 0.266
H -0.696 0.520 -1.579
H 1.270 1.694 0.079
H 1.750 0.613 -1.219
H -0.690 0.880 1.455
H 1.087 -2.520 0.751
H -1.026 -1.891 -0.631
*
```

Output
**E_HOMO**: -0.298 Eh
**Calculated total energy**: -233.28266 Eh